# C72H176CuN11O4

A molecular structure, C72H176CuN11O4 in a non-equilibrium geometry (ωB97M-V/def2-TZVPD, the OMol25 dataset).

Last column: Löwdin charge in e.
Geometry (Å):
C 14.973 14.316 18.853  -0.034
C 15.109 13.907 17.368  -0.219
C 16.312 14.636 16.851  -0.132
N 16.760 14.184 15.472  -0.184
C 15.612 13.748 14.612  0.009
C 17.915 13.129 15.344  -0.088
C 18.494 13.348 13.950  -0.153
C 18.269 14.894 13.641  -0.097
C 17.364 15.399 14.786  -0.092
H 14.326 13.675 19.359  0.022
H 14.570 15.350 18.841  0.094
H 15.935 14.375 19.311  0.060
H 14.276 14.181 16.785  0.049
H 15.199 12.816 17.217  0.093
H 17.206 14.523 17.454  0.114
H 16.083 15.672 16.743  0.072
H 15.217 12.755 14.862  0.074
H 16.015 13.724 13.599  0.098
H 14.844 14.501 14.697  0.093
H 17.549 12.093 15.556  0.101
H 18.629 13.306 16.219  0.114
H 17.928 12.779 13.205  0.101
H 19.478 12.973 13.926  0.062
H 17.816 15.068 12.692  0.064
H 19.260 15.387 13.637  0.100
H 16.538 16.066 14.589  0.110
H 18.019 15.936 15.492  0.119
Cu 14.529 18.159 16.243  0.592
O 14.020 16.211 16.160  -0.355
C 12.619 16.235 16.156  -0.327
C 12.282 17.372 17.171  -0.398
O 12.671 18.612 16.661  -0.329
H 12.170 15.307 16.593  0.081
H 12.220 16.451 15.164  0.089
H 12.884 17.237 18.110  0.092
H 11.176 17.391 17.321  0.100
O 16.439 17.651 16.549  -0.349
C 17.332 18.639 16.110  -0.338
C 16.578 20.036 16.043  -0.357
O 15.215 19.927 15.907  -0.296
H 17.830 18.291 15.119  0.081
H 18.196 18.719 16.811  0.063
H 17.028 20.550 15.262  0.059
H 16.948 20.403 17.000  0.073
C 14.875 18.429 24.009  -0.074
C 15.120 17.037 23.270  -0.213
N 15.999 16.077 23.976  -0.211
C 15.613 15.582 25.277  -0.275
C 16.153 14.147 25.432  -0.077
C 17.393 16.556 23.979  -0.261
C 18.342 15.582 23.308  -0.077
H 14.630 18.161 25.036  0.050
H 14.005 18.944 23.558  0.066
H 15.746 19.125 23.953  0.067
H 14.123 16.489 23.139  0.103
H 15.500 17.284 22.249  0.099
H 15.890 16.291 26.063  0.107
H 14.511 15.519 25.220  0.114
H 17.254 14.224 25.603  0.066
H 15.695 13.645 26.261  0.056
H 16.058 13.664 24.470  0.067
H 17.652 16.667 24.993  0.090
H 17.412 17.541 23.570  0.095
H 18.490 14.716 23.948  0.050
H 19.308 16.170 23.215  0.089
H 18.015 15.353 22.299  0.064
C 14.358 19.218 12.792  -0.051
C 15.236 17.969 13.158  -0.204
N 16.026 17.423 12.010  -0.195
C 15.164 16.747 11.055  -0.263
C 15.935 15.664 10.289  -0.076
C 16.955 18.332 11.416  -0.257
C 17.980 18.937 12.423  -0.082
H 15.069 20.008 12.619  0.056
H 13.694 19.528 13.598  0.074
H 13.817 19.062 11.871  0.051
H 15.959 18.313 13.888  0.069
H 14.599 17.141 13.544  0.105
H 14.391 16.274 11.687  0.097
H 14.680 17.414 10.346  0.104
H 16.776 15.361 10.890  0.044
H 15.317 14.782 10.124  0.052
H 16.192 16.080 9.302  0.072
H 16.443 19.214 10.971  0.116
H 17.484 17.810 10.655  0.092
H 17.572 19.678 13.097  0.052
H 18.835 19.286 11.814  0.071
H 18.383 18.156 13.123  0.062
C 19.086 16.604 18.757  -0.066
C 19.829 15.289 18.931  -0.277
N 20.247 14.675 17.680  -0.191
C 20.856 15.529 16.711  -0.246
C 22.240 16.170 17.139  -0.058
C 20.881 13.405 18.071  -0.268
C 21.265 12.489 16.961  -0.093
H 18.111 16.478 18.233  0.077
H 19.712 17.309 18.163  0.054
H 18.917 17.009 19.744  0.066
H 20.667 15.484 19.613  0.107
H 19.262 14.560 19.479  0.096
H 20.855 14.962 15.759  0.102
H 20.108 16.337 16.571  0.095
H 22.642 16.971 16.483  0.058
H 22.046 16.519 18.197  0.077
H 22.992 15.371 17.210  0.059
H 20.225 12.916 18.822  0.118
H 21.818 13.615 18.604  0.111
H 21.649 11.509 17.319  0.092
H 21.980 12.971 16.281  0.060
H 20.402 12.256 16.324  0.044
C 9.703 10.075 16.602  -0.097
C 10.359 10.844 17.678  -0.304
N 11.771 10.656 17.808  -0.184
C 12.285 11.288 19.003  -0.261
C 13.705 10.883 19.355  -0.084
C 12.466 10.913 16.602  -0.256
C 12.216 12.309 15.950  -0.053
H 8.623 10.249 16.456  0.080
H 9.812 9.000 16.837  0.087
H 10.140 10.355 15.605  0.077
H 10.146 11.912 17.555  0.112
H 9.952 10.547 18.640  0.116
H 12.279 12.399 19.039  0.115
H 11.663 10.949 19.820  0.099
H 13.941 11.287 20.341  0.069
H 13.857 9.812 19.346  0.081
H 14.383 11.270 18.599  0.023
H 12.286 10.143 15.838  0.110
H 13.543 10.879 16.810  0.072
H 12.175 13.131 16.689  0.068
H 11.256 12.302 15.499  0.041
H 12.893 12.483 15.116  0.057
C 24.595 14.708 13.175  -0.076
C 23.107 14.552 13.515  -0.270
N 22.216 14.346 12.418  -0.193
C 22.309 12.993 11.873  -0.245
C 20.966 12.635 11.156  -0.066
C 22.298 15.342 11.388  -0.272
C 21.967 16.727 11.905  -0.076
H 25.175 14.652 14.089  0.067
H 24.839 15.649 12.710  0.061
H 24.909 13.869 12.547  0.070
H 22.969 13.662 14.172  0.108
H 22.762 15.485 14.048  0.111
H 23.193 12.755 11.243  0.115
H 22.338 12.267 12.668  0.096
H 20.933 11.603 10.732  0.082
H 20.172 12.731 11.884  0.039
H 20.810 13.358 10.354  0.057
H 21.617 15.150 10.658  0.063
H 23.248 15.311 10.798  0.133
H 21.034 16.788 12.445  0.060
H 21.833 17.429 11.075  0.081
H 22.764 17.102 12.565  0.067
C 12.994 12.591 11.697  -0.091
C 11.993 13.659 12.085  -0.280
N 11.287 14.218 10.965  -0.201
C 10.537 15.445 11.380  -0.232
C 11.343 16.735 11.577  -0.068
C 10.465 13.214 10.342  -0.283
C 9.970 13.616 8.954  -0.091
H 13.688 12.379 12.511  0.045
H 13.606 12.893 10.847  0.070
H 12.555 11.602 11.476  0.069
H 11.247 13.269 12.842  0.124
H 12.518 14.533 12.587  0.122
H 9.823 15.541 10.608  0.073
H 9.904 15.195 12.219  0.109
H 12.076 16.735 12.455  0.076
H 11.987 16.819 10.705  0.061
H 10.668 17.588 11.661  0.074
H 9.636 12.897 11.031  0.129
H 11.023 12.277 10.143  0.106
H 9.191 14.437 8.972  0.083
H 9.599 12.733 8.511  0.046
H 10.766 13.977 8.337  0.066
C 13.766 22.583 18.986  -0.096
C 14.344 21.218 18.879  -0.301
N 13.974 20.297 19.928  -0.145
C 14.865 19.168 19.882  -0.248
C 16.234 19.464 20.512  -0.053
C 12.539 19.859 19.694  -0.218
C 11.752 19.425 20.889  -0.093
H 14.295 23.197 18.269  0.069
H 13.996 22.927 19.993  0.068
H 12.677 22.598 18.832  0.067
H 14.043 20.811 17.931  0.099
H 15.457 21.320 18.884  0.113
H 14.424 18.382 20.433  0.085
H 14.999 18.801 18.879  0.101
H 16.201 19.505 21.547  0.022
H 16.942 18.788 20.115  0.050
H 16.557 20.470 20.222  0.068
H 12.564 19.072 18.892  0.091
H 11.955 20.669 19.232  0.110
H 10.782 19.139 20.614  0.050
H 11.711 20.199 21.627  0.058
H 12.202 18.590 21.430  0.056
C 12.699 13.122 22.685  -0.076
C 12.033 14.449 22.339  -0.225
N 10.575 14.308 22.301  -0.208
C 10.024 13.751 23.502  -0.275
C 8.500 13.956 23.604  -0.092
C 10.050 13.719 21.065  -0.240
C 10.013 14.724 19.901  -0.072
H 12.421 12.742 23.655  0.056
H 13.775 13.280 22.782  0.067
H 12.514 12.382 21.892  0.058
H 12.262 15.226 23.107  0.109
H 12.304 14.875 21.405  0.093
H 10.380 12.722 23.650  0.103
H 10.417 14.364 24.340  0.122
H 8.259 14.946 23.319  0.058
H 7.848 13.283 23.046  0.058
H 8.182 13.865 24.673  0.078
H 9.029 13.408 21.197  0.091
H 10.630 12.812 20.769  0.093
H 9.694 14.151 18.997  0.071
H 10.958 15.196 19.667  0.051
H 9.292 15.544 20.073  0.079
C 17.409 10.865 18.233  -0.074
C 16.789 9.876 17.253  -0.233
N 17.370 9.918 15.916  -0.216
C 16.632 9.136 14.892  -0.205
C 15.486 9.996 14.296  -0.068
C 18.752 9.548 15.967  -0.286
C 19.530 9.669 14.655  -0.083
H 18.398 10.557 18.590  0.071
H 16.783 11.062 19.087  0.067
H 17.627 11.822 17.787  0.051
H 16.816 8.848 17.653  0.124
H 15.773 10.246 17.125  0.085
H 17.313 8.943 14.098  0.079
H 16.218 8.165 15.286  0.130
H 15.083 9.595 13.401  0.049
H 14.574 10.172 14.968  0.075
H 15.909 10.961 13.937  0.060
H 18.903 8.510 16.402  0.138
H 19.229 10.192 16.665  0.068
H 20.606 9.775 14.959  0.082
H 19.291 10.626 14.132  0.070
H 19.449 8.833 13.942  0.069
C 22.430 19.790 18.683  -0.091
C 21.072 20.297 18.215  -0.219
N 21.028 20.721 16.757  -0.165
C 19.827 21.562 16.614  -0.246
C 20.050 23.030 17.067  -0.082
C 20.853 19.594 15.858  -0.248
C 20.990 19.923 14.333  -0.060
H 22.800 18.922 18.174  0.036
H 22.264 19.537 19.714  0.062
H 23.212 20.548 18.692  0.071
H 20.302 19.547 18.499  0.112
H 20.942 21.280 18.691  0.100
H 19.608 21.596 15.500  0.123
H 18.989 21.079 17.111  0.092
H 20.223 23.242 18.140  0.066
H 20.935 23.404 16.574  0.059
H 19.253 23.646 16.683  0.059
H 19.910 19.087 16.014  0.072
H 21.632 18.845 16.047  0.086
H 20.044 20.224 13.899  0.044
H 21.515 19.155 13.797  0.043
H 21.611 20.780 14.137  0.065

Output
2S+1   2
Kohn-Sham gap (alpha / beta)   5.85 / 5.98 eV
LUMO level (alpha / beta)   1.843 / 1.843 eV
Total charge   -1
⟨S²⟩   0.7528


# C2H3ClN2

A single C2H3ClN2 molecule in a non-equilibrium geometry (ωB97M-V/def2-TZVPD, the OMol25 dataset).

Last column: natural (NBO) charge in e.
Geometry (Å):
C -0.263 -0.826 -0.714  -0.715
C 0.602 0.171 -0.084  0.446
N 1.357 0.932 0.498  -0.241
N 0.069 1.662 0.737  -0.345
Cl -0.489 1.298 2.335  0.038
H 0.230 -1.332 -1.661  0.265
H -1.036 -0.318 -1.220  0.269
H -0.471 -1.589 0.109  0.283

Output
Kohn-Sham gap   9.49 eV
SMILES string   CC1=NN1Cl
LUMO level   0.604 eV
Total charge   0